[1]
Computed, not measured: a cluster of 2 separate species, C12H16N2O in total in a non-equilibrium geometry, with ωB97M-V/def2-TZVPD.

CARTESIAN COORDINATES (ANGSTROEM)
O: -1.26167 -0.65870 3.21016
N: -0.60824 -1.86030 1.50624
N: -2.41699 0.57745 -1.25506
C: -0.25479 0.79705 -1.47922
C: -0.33407 -0.81200 2.40984
C: 0.15776 3.26750 -1.09145
C: 0.13377 -1.99485 -1.97743
C: 0.98352 -0.09731 2.40093
C: 2.02966 -1.23781 2.70697
C: -1.15632 -1.49888 -1.80691
C: -0.80718 2.08974 -1.16302
C: 1.20735 -1.07332 -1.95263
C: -2.15136 1.94664 -1.03900
C: 1.08119 0.24189 -1.54683
C: -1.29631 -0.12886 -1.52758
H: 1.62050 -1.85799 3.37703
H: 1.16518 0.44675 1.44232
H: -0.22398 -1.60497 0.65021
H: 0.51581 3.45436 -0.10264
H: 2.89110 -0.80161 3.06622
H: -2.99260 2.52523 -0.77826
H: 2.28753 -1.81711 1.88026
H: 1.00661 0.71320 3.06026
H: 0.44598 -3.01052 -2.15444
H: 1.09202 2.96082 -1.64230
H: -1.48474 -2.24615 1.51438
H: -2.00651 -2.13508 -1.57577
H: 1.89536 0.94225 -1.40405
H: -3.34003 0.19824 -1.01798
H: 2.20311 -1.39661 -2.15600
H: -0.38167 4.07095 -1.55425

Cartesian forces (eV/Å) of the 6 atoms listed first:
O 1.607 1.074 0.386
N 4.219 2.150 1.083
N -2.447 0.670 0.537
C 1.445 -1.263 0.632
C -4.191 -1.342 0.631
C -0.144 -1.693 -0.989

Calculated values
* E: -17730.606 eV
* relative energy (zero: lowest compared OMol25 entry of this formula, charge and spin): 35.0 kcal per mole
* charge: 0

These are the Löwdin partial charges, in e, on atoms 1 to 8:
1. O 0.02
2. N 0.18
3. N 0.06
4. C -0.14
5. C -0.50
6. C -0.03
7. C -0.09
8. C -0.11

[2]
Computed, not measured: the molecule C12H16N2O3S in a non-equilibrium geometry, with ωB97M-V/def2-TZVPD.

CARTESIAN COORDINATES (ANGSTROEM)
S: 3.99822 -2.08251 -0.55461
O: 2.05112 0.66793 -1.62907
O: -0.31548 2.74776 -1.25339
O: -1.58023 2.89109 0.46735
N: 3.31843 0.13376 1.72671
N: 1.05026 0.91032 0.44392
C: -0.86383 2.19491 -0.14663
C: -4.51745 0.00436 -0.39082
C: -3.97839 -2.36639 -0.22771
C: -3.20241 0.36432 0.30196
C: 2.18848 0.84415 -0.39791
C: 4.49033 -0.28897 -0.58481
C: 3.55752 0.57630 0.34558
C: -2.25633 -0.66348 0.50931
C: -0.90645 -0.33685 0.78887
C: -2.65562 -2.10674 0.24173
C: -0.23193 0.60893 -0.28245
C: -4.88726 -1.32672 -0.66887
H: -5.12532 1.10878 -0.65302
H: -1.96039 -2.95691 0.24816
H: -3.05992 1.34143 0.94711
H: -0.85448 0.62856 1.44154
H: -5.74280 -1.43625 -1.34595
H: 0.35535 2.21919 -1.58971
H: 4.24293 0.31012 -1.39590
H: 4.05219 1.59488 0.51100
H: 4.05625 0.35189 2.29410
H: -0.24057 -1.22347 1.04202
H: 2.42368 -1.82876 -0.77221
H: 5.49367 -0.05880 -0.27731
H: 3.84819 -0.89277 1.43614
H: 1.20075 1.04761 1.48853
H: -4.12543 -3.33590 -0.55800
H: 0.17689 0.35821 -1.50562

Cartesian forces (eV/Å) of the 6 atoms listed first:
S -2.831 1.681 -0.687
O 0.773 1.063 1.729
O -1.484 2.511 0.761
O -0.897 -0.364 2.353
N 0.277 -5.800 -3.461
N 2.965 0.193 -1.976

Calculated values
* E: -32654.959 eV
* relative energy (zero: lowest compared OMol25 entry of this formula, charge and spin): 178.3 kcal per mole
* charge: 0

These are the Löwdin partial charges, in e, on atoms 1 to 8:
1. S 0.67
2. O -0.03
3. O 0.10
4. O 0.13
5. N 0.01
6. N 0.04
7. C -0.45
8. C -0.08

[3]
Computed, not measured: a cluster of 4 separate species, C12H16N4 in total in a non-equilibrium geometry, with ωB97M-V/def2-TZVPD.

CARTESIAN COORDINATES (ANGSTROEM)
N: 2.67094 4.14926 0.55860
N: -3.05180 -4.14070 1.62018
N: 3.27237 -0.34035 -0.45606
N: 0.26598 -1.62806 -2.54036
C: -0.31859 0.32565 -4.16531
C: -1.76212 -3.31782 0.03278
C: 1.53402 2.97320 2.05224
C: 1.36925 4.47963 0.38520
C: -2.30405 -4.49627 0.52707
C: 0.61511 3.77506 1.30706
C: -0.00423 -0.75297 -3.22911
C: 2.78870 3.23549 1.56537
C: -3.03419 -2.79509 1.80758
C: -2.25166 -2.25683 0.80275
C: 0.84954 -0.45784 0.50259
C: 2.20181 -0.39258 -0.04936
H: 1.34229 2.24161 2.81819
H: 3.41609 4.61640 0.08013
H: -0.05843 1.31228 -3.79614
H: 3.78028 2.86653 1.77566
H: 0.97209 -0.28312 1.57313
H: 0.52496 -1.49253 0.39265
H: -3.51528 -4.82083 2.19404
H: -2.26762 -5.51827 0.19903
H: -1.38072 0.30282 -4.40331
H: -1.17178 -3.30497 -0.87177
H: 0.24249 0.10038 -5.07316
H: -0.45803 3.80116 1.37745
H: -2.05386 -1.20302 0.70091
H: 0.16200 0.24880 0.05457
H: 1.07790 5.11868 -0.43336
H: -3.45348 -2.34571 2.69073

Cartesian forces (eV/Å) of the 6 atoms listed first:
N -0.069 0.089 -0.008
N -0.057 -0.759 -0.083
N 0.169 0.006 -0.054
N -0.049 -0.096 0.160
C -0.030 -0.483 -0.249
C -0.216 -1.422 -0.957

Calculated values
* E: -18662.526 eV
* relative energy (zero: lowest compared OMol25 entry of this formula, charge and spin): 54.3 kcal per mole
* charge: 0

These are the Löwdin partial charges, in e, on atoms 1 to 8:
1. N 0.00
2. N -0.01
3. N 0.12
4. N 0.16
5. C -0.06
6. C -0.12
7. C -0.12
8. C -0.15

[4]
Computed, not measured: a structure of composition C12H16O2S in a non-equilibrium geometry, with ωB97M-V/def2-TZVPD.

CARTESIAN COORDINATES (ANGSTROEM)
S: -1.19532 -1.18774 -1.90143
O: -2.36780 -0.30476 -1.86788
O: -1.10809 -1.92738 2.28627
C: 1.32282 2.05000 -2.18542
C: 2.37489 1.59661 -1.36458
C: 0.21416 1.14232 -2.23614
C: 0.27486 -0.09629 -1.65986
C: -1.21481 -2.10657 -0.39097
C: 2.36670 0.29154 -0.81084
C: -1.32687 0.39860 1.29115
C: 1.32620 -0.61711 -0.97693
C: 3.46792 2.49852 -0.94876
C: -1.06236 -3.41859 -0.26796
C: -1.70785 -1.12211 1.33133
C: -3.24671 -1.12660 1.36483
H: 1.22983 3.00235 -2.54449
H: 3.62054 3.19992 -1.79817
H: -1.79720 -2.28758 2.90111
H: -1.69180 0.68095 2.22831
H: -0.80965 -4.20444 -1.02875
H: -3.62301 -0.59733 2.17041
H: -1.09235 -4.03806 0.59560
H: -3.67833 -2.04934 1.39894
H: 3.13939 3.26610 -0.27410
H: -3.64131 -0.73246 0.50861
H: 4.38887 2.00471 -0.72976
H: -0.21890 0.45753 1.38672
H: -0.72002 1.54053 -2.65524
H: -1.55518 0.74029 0.30901
H: 1.41580 -1.66861 -0.79784
H: 3.16698 -0.10952 -0.31925

Cartesian forces (eV/Å) of the 6 atoms listed first:
S 0.999 -0.620 -0.551
O -0.999 0.786 0.044
O -0.794 0.258 0.922
C -0.750 -4.784 2.626
C -0.571 -0.651 0.428
C 0.414 2.316 -0.469

Calculated values
* E: -27629.026 eV
* relative energy (zero: lowest compared OMol25 entry of this formula, charge and spin): 81.6 kcal per mole
* charge: 0

These are the Löwdin partial charges, in e, on atoms 1 to 8:
1. S 0.93
2. O -0.52
3. O -0.02
4. C 0.01
5. C -0.26
6. C -0.07
7. C -0.39
8. C -0.32